No. 1
DFT (ωB97M-V/def2-TZVPD) results for a molecular structure, C48H50GeN2O5PdTe.

```
108
Properties=species:S:1:pos:R:3:forces:R:3
Pd -1.0498 -0.1238 0.1669 -0.4 0.2 0.2
N -2.9827 0.3698 1.1899 -0.2 0.0 0.0
C -3.0168 -0.4004 2.4379 0.0 -0.1 0.1
C -2.3267 -1.7750 2.2861 -0.1 0.2 0.0
O -2.6419 -2.6739 3.0578 -0.1 0.0 0.2
O -1.4393 -1.8510 1.3774 0.2 -0.2 -0.2
H -3.0131 1.3722 1.3426 0.0 0.0 0.0
H -3.7405 0.1324 0.5581 0.0 0.0 0.1
H -4.0255 -0.5492 2.8309 0.1 0.0 -0.1
H -2.4433 0.1561 3.1836 0.0 0.0 0.0
C 2.4270 -2.5644 -8.3584 0.0 0.0 0.0
C 1.7685 -2.0756 -7.0974 0.0 0.0 0.0
C 1.0492 -2.9352 -6.2821 0.0 -0.1 0.0
C 0.4321 -2.4994 -5.1127 0.0 0.0 -0.1
C -0.2980 -3.5073 -4.2763 0.0 -0.1 0.1
C 0.5197 -1.1506 -4.7586 0.2 0.4 0.1
Te -0.3883 -0.4235 -2.8850 -0.1 -0.4 -0.3
N -1.5684 1.0198 -1.5395 0.4 0.1 0.2
C -1.3402 2.3150 -1.7651 -0.4 -0.1 -0.2
O -0.7766 2.8217 -2.7380 0.2 0.2 -0.1
C -2.0074 3.2392 -0.7604 0.1 0.1 -0.1
C -3.0357 4.0621 -1.2103 0.0 0.0 0.0
C -3.6704 4.9356 -0.3413 0.0 0.0 0.0
C -3.2677 5.0156 0.9846 0.0 0.0 0.0
C -2.2219 4.2204 1.4310 0.0 0.0 0.0
C -1.5963 3.3332 0.5640 0.1 -0.1 0.1
C -2.3177 -0.8759 -3.6564 0.1 0.1 0.1
C -2.7929 -0.1906 -4.7741 -0.1 0.0 -0.1
C -2.0236 0.9087 -5.4465 0.1 0.1 0.0
C -4.0492 -0.5173 -5.2844 0.0 0.0 0.1
C -4.8491 -1.4861 -4.7001 0.1 0.1 0.0
C -6.2007 -1.8250 -5.2629 -0.1 0.0 0.0
C -4.3714 -2.1230 -3.5641 0.0 0.0 0.0
C -3.1231 -1.8304 -3.0256 0.0 -0.1 0.0
C -2.7109 -2.5472 -1.7697 0.0 -0.1 0.1
C 1.2680 -0.2705 -5.5496 0.0 -0.1 -0.1
C 1.4594 1.1906 -5.2372 0.0 0.1 0.1
C 1.8749 -0.7503 -6.7096 0.0 0.0 0.0
H 2.2800 -3.6364 -8.4891 0.0 0.0 0.0
H 3.5012 -2.3720 -8.3440 0.0 0.0 0.0
H 2.0183 -2.0609 -9.2366 0.0 0.0 0.0
H 0.9741 -3.9831 -6.5536 0.0 0.0 0.0
H -0.1157 -4.5126 -4.6551 0.0 0.0 0.0
H -1.3732 -3.3283 -4.2862 0.0 0.0 0.0
H 0.0256 -3.4676 -3.2340 0.0 0.0 0.0
H -3.3291 4.0114 -2.2506 0.0 0.0 0.0
H -4.4780 5.5605 -0.7007 0.0 0.0 0.0
H -3.7593 5.7017 1.6624 0.0 0.0 0.0
H -1.8872 4.2875 2.4584 0.0 0.0 0.0
H -0.7858 2.7103 0.9296 -0.1 0.0 0.0
H -1.4784 1.5220 -4.7262 0.0 0.0 0.0
H -2.7098 1.5566 -5.9922 0.0 0.0 -0.1
H -1.3015 0.5028 -6.1573 0.0 0.0 0.0
H -4.4095 0.0157 -6.1573 0.0 0.0 0.0
H -6.3875 -1.2779 -6.1858 0.0 0.0 0.0
H -6.9967 -1.5758 -4.5589 0.0 0.0 0.0
H -6.2823 -2.8913 -5.4804 0.0 0.0 0.0
H -4.9838 -2.8752 -3.0768 0.0 0.0 0.0
H -3.2661 -3.4798 -1.6631 0.0 0.0 0.0
H -2.9164 -1.9424 -0.8800 0.0 0.0 0.0
H -1.6447 -2.7738 -1.7393 -0.1 0.0 0.0
H 1.0741 1.4853 -4.2623 0.0 0.0 0.0
H 0.9519 1.8091 -5.9807 0.0 0.0 0.0
H 2.5204 1.4430 -5.2738 0.0 0.0 0.0
H 2.4496 -0.0613 -7.3212 0.0 0.0 0.0
O 1.2424 0.3451 -0.2164 0.2 -0.1 0.3
C 1.2597 0.7923 0.9510 -0.1 0.0 -0.2
O 0.2485 0.6855 1.7232 0.1 0.2 -0.1
C 2.4648 1.5675 1.4418 0.0 0.0 0.0
C 2.3060 2.0459 2.8782 0.1 0.0 0.0
Ge 2.4894 0.6409 4.2334 0.0 0.0 0.0
C 2.2872 -1.1980 3.6357 0.1 0.0 0.0
C 1.0374 -1.7838 3.4478 -0.1 0.1 0.0
C 0.9154 -3.1027 3.0433 0.0 -0.1 -0.1
C 2.0574 -3.8546 2.8072 -0.1 0.0 0.0
C 3.3113 -3.2869 2.9755 0.0 0.0 0.0
C 3.4238 -1.9688 3.3926 0.1 0.0 0.0
C 4.2999 0.7614 5.0027 -0.1 0.0 0.0
C 4.6168 -0.0332 6.1046 -0.1 0.0 0.0
C 5.8682 0.0194 6.6951 0.0 0.0 0.0
C 6.8387 0.8736 6.1885 0.0 0.0 0.0
C 6.5453 1.6683 5.0940 0.0 0.0 0.0
C 5.2852 1.6103 4.5111 0.0 0.0 -0.1
C 1.2682 1.0450 5.7052 0.0 0.0 0.0
C 0.4899 0.0801 6.3360 0.0 -0.1 0.0
C -0.3409 0.4148 7.3975 0.0 0.0 0.0
C -0.4030 1.7241 7.8454 0.0 0.0 0.0
C 0.3672 2.6997 7.2280 0.0 0.0 0.0
C 1.1925 2.3587 6.1680 0.0 0.0 0.0
H 2.5603 2.4090 0.7481 0.0 0.0 0.0
H 3.3553 0.9529 1.2896 0.0 0.0 0.0
H 1.3210 2.4967 2.9929 0.0 0.0 0.1
H 3.0430 2.8148 3.1202 0.0 0.0 -0.1
H 0.1390 -1.1988 3.5862 0.0 0.0 0.0
H -0.0692 -3.5184 2.8835 -0.1 0.0 0.0
H 1.9673 -4.8827 2.4792 0.0 0.0 0.0
H 4.2043 -3.8677 2.7801 0.0 0.0 0.0
H 4.4111 -1.5431 3.5321 0.0 0.0 0.0
H 3.8718 -0.7093 6.5100 0.0 0.0 0.0
H 6.0887 -0.6065 7.5503 0.0 0.0 0.0
H 7.8190 0.9159 6.6459 0.0 0.0 0.0
H 7.2968 2.3341 4.6889 0.0 0.0 0.0
H 5.0838 2.2373 3.6504 0.0 0.0 0.0
H 0.5225 -0.9479 5.9932 0.0 0.0 0.0
H -0.9434 -0.3503 7.8698 0.0 0.0 0.0
H -1.0522 1.9862 8.6714 0.0 0.0 0.0
H 0.3232 3.7252 7.5718 0.0 0.0 0.0
H 1.7868 3.1340 5.6961 0.0 0.0 0.0
```
Positions in Å, forces in eV/Å.

Calculated values
Total charge: -1
E_HOMO (alpha / beta) (Ha): -0.1648 / -0.1960
LUMO level (alpha / beta) (eV): 2.42 / 1.63
Gap between HOMO and LUMO (alpha / beta) (eV): 6.90 / 6.96
Multiplicity: 4
Energy (eV): -131095.717

---

No. 2
DFT (ωB97M-V/def2-TZVPD) results for a single C6H8Cl2F4N2 molecule in a non-equilibrium geometry.

```
22
Properties=species:S:1:pos:R:3:forces:R:3
C 3.3333 0.1245 -0.4467 1.5 -1.9 -3.2
C 1.8336 -0.0035 -0.3865 0.3 1.1 -0.9
C 1.4281 -1.1302 0.5170 0.6 0.7 3.2
N 0.1779 -1.5412 0.0290 -1.7 -0.4 0.1
N -0.6605 -0.8725 0.6367 -0.5 -0.6 0.4
C -1.9993 -1.0068 0.2556 -1.8 1.3 -2.6
Cl -3.0784 -1.2837 1.6624 0.7 0.3 -0.7
Cl -2.3070 -2.3165 -0.9974 -0.1 1.0 0.8
C -2.3553 0.6229 -0.5458 -0.2 -4.1 1.2
F -1.4825 0.7381 -1.5455 -0.3 0.2 0.3
F -3.6167 0.5550 -1.0378 1.0 0.1 0.4
C -2.2472 1.6876 0.5429 0.4 -1.1 -1.6
F -0.9643 2.0178 0.6921 0.7 0.5 0.1
F -2.9397 2.7027 0.0567 -0.6 1.7 0.3
H 3.8171 0.5441 0.3768 0.5 0.9 1.5
H 3.8483 -0.9196 -0.5755 -1.1 1.6 0.2
H 3.6664 0.6709 -1.3843 -0.4 -0.3 1.2
H 1.4449 -0.1270 -1.4348 0.2 -0.3 1.0
H 1.3621 0.9284 -0.0427 0.1 -0.2 0.0
H 2.2107 -1.8979 0.5280 -0.6 -0.1 -0.1
H 1.1323 -0.7882 1.6388 1.7 -0.5 -2.3
H -2.6039 1.2952 1.4609 -0.7 0.1 1.0
```
Positions in Å, forces in eV/Å.

Calculated values
E_HOMO (Ha): -0.3781
LUMO level (eV): -0.15
Gap between HOMO and LUMO (eV): 10.14
Multiplicity: 1
Energy (eV): -45243.890

---

No. 3
DFT (ωB97M-V/def2-TZVPD) results for a molecular structure, C6H9NO in a non-equilibrium geometry.

```
17
Properties=species:S:1:pos:R:3:forces:R:3
C -1.0929 -0.4269 0.0237 1.5 0.1 2.2
C -1.0116 0.7295 -0.8926 2.7 2.1 0.4
C 1.3999 -0.7516 0.9355 0.8 1.0 -0.4
C 0.1561 0.1207 1.0339 -3.1 -3.9 2.3
N -0.8476 -1.7243 -0.5907 0.1 0.3 0.0
C 0.4217 1.5087 -0.4422 -2.5 0.1 -2.9
C 1.1976 2.3913 -0.7383 0.1 -0.2 0.2
O -0.1889 0.6380 2.0994 0.8 0.2 -1.8
H -1.9782 -0.4115 0.6622 -0.1 0.1 0.0
H -1.5025 -1.8992 -1.3481 0.1 0.0 0.1
H -0.9596 -2.4640 0.0978 0.0 0.1 -0.2
H -0.8925 0.4888 -1.9479 -0.1 0.2 0.0
H -1.7471 1.5046 -0.6840 -0.1 -0.2 -0.3
H 2.2674 -0.1009 1.0589 0.1 -0.2 0.2
H 1.3719 -1.4826 1.7468 -0.2 0.2 0.0
H 1.5027 -1.2687 -0.0157 -0.2 0.1 0.0
H 1.9036 3.1482 -0.9987 0.0 -0.1 0.3
```
Positions in Å, forces in eV/Å.

Calculated values
E_HOMO (Ha): -0.3181
LUMO level (eV): -0.11
Gap between HOMO and LUMO (eV): 8.54
Multiplicity: 1
Energy (eV): -9901.131

---

No. 4
DFT (ωB97M-V/def2-TZVPD) results for 21 unconnected molecules or ions with the total composition H42O21 in a non-equilibrium geometry.

```
63
Properties=species:S:1:pos:R:3:forces:R:3
O 0.7364 -5.2959 1.5986 -3.6 1.7 0.2
H 0.3674 -4.5995 0.9603 1.5 -0.9 0.7
H -0.0812 -5.1640 2.2117 2.2 -0.9 -0.9
O 1.3881 1.4803 0.0473 0.9 1.4 0.0
H 0.5922 1.9932 0.0575 -0.8 0.5 0.2
H 1.1105 0.6055 -0.0072 -0.6 -2.6 0.1
O -4.3427 1.2854 2.9819 0.1 -0.5 0.0
H -4.5869 0.3880 2.7901 -1.7 -0.8 -1.7
H -3.7474 0.8772 3.5970 1.6 1.2 1.5
O -3.7668 -2.4788 1.6647 0.0 2.2 -6.2
H -3.6445 -2.7036 2.5096 1.2 -1.0 5.1
H -3.0963 -1.8217 1.3104 -1.0 -1.0 1.0
O -2.3927 4.2745 -0.3235 0.4 -0.4 -0.9
H -1.5329 3.9093 -0.0739 0.1 0.7 0.5
H -2.6024 3.5940 -0.9985 -0.3 0.8 0.6
O 0.6136 3.7935 -3.5885 2.2 -0.2 -1.4
H -0.2681 3.5472 -3.3397 -0.5 -0.6 -0.3
H 0.9858 3.1670 -4.2959 -1.6 1.4 2.0
O -1.1136 -2.0609 -1.7676 -0.1 -0.5 1.5
H -0.7065 -1.5189 -2.4281 0.5 0.1 -1.1
H -0.3454 -2.3816 -1.2500 -0.5 0.4 -0.4
O 1.6326 2.2378 3.9124 -4.2 1.2 0.1
H 1.4600 2.9180 4.5859 1.7 0.1 0.6
H 0.6101 2.3437 3.7443 2.4 -1.2 -0.8
O -0.5140 -2.6662 1.4928 0.8 -1.0 0.0
H -1.4496 -2.8666 1.4806 -0.3 0.4 -0.3
H -0.3367 -1.8194 1.0650 -0.5 0.1 0.4
O 0.5747 -0.5290 3.0598 -0.7 3.5 -0.5
H 0.9224 0.3558 3.3942 -0.5 -1.6 -0.7
H 1.0773 -1.1316 3.5402 1.4 -1.8 1.2
O 2.7334 -2.6384 0.5288 -1.7 0.6 2.0
H 3.4605 -2.9204 0.0221 1.6 -0.6 -0.5
H 2.9131 -2.7468 1.5050 0.0 -0.1 -1.5
O 2.4361 -3.8814 3.3304 -3.4 0.2 -1.3
H 1.5512 -3.3605 3.4534 2.4 -1.2 -0.1
H 2.0558 -4.5560 2.6457 0.9 1.3 1.4
O -2.8771 1.8212 -0.4063 -1.1 0.7 1.2
H -3.1371 1.1588 -0.9914 0.3 -2.3 -2.6
H -3.7964 1.9747 -0.1349 0.4 1.1 1.0
O 0.0779 1.1992 -4.2051 -3.4 0.6 1.8
H 0.7413 1.1374 -4.8072 3.0 -0.5 -2.9
H 0.2937 0.6052 -3.5063 0.2 -0.6 0.8
O 4.4880 1.2229 -0.5206 0.0 -0.7 0.1
H 4.0222 1.9119 -0.0457 0.3 0.0 -0.2
H 5.0497 1.6714 -1.1505 0.1 0.3 -0.1
O 0.6717 -4.2230 -1.8949 -2.9 1.5 0.4
H -0.3157 -4.1119 -1.6104 2.7 -0.9 -1.0
H 1.0194 -5.0381 -1.5848 0.1 -1.2 0.7
O 0.8206 5.0846 0.6312 -2.1 0.8 0.9
H 0.8661 5.1128 1.6301 1.1 -0.5 -2.4
H 1.5008 4.7617 0.0024 0.5 0.1 2.2
O 2.6471 3.5972 -0.3674 -0.3 0.5 -2.0
H 2.6693 2.8197 0.1677 -0.2 -0.6 1.1
H 1.9278 3.2935 -0.9759 1.2 0.5 0.0
O -3.1976 0.4784 -3.2497 -3.6 -1.4 6.2
H -2.9621 0.4063 -4.0882 2.0 -0.3 -6.1
H -3.9282 -0.2237 -3.1670 1.6 1.6 0.0
O -1.6222 -0.3670 0.2799 1.4 -5.2 8.5
H -2.0303 0.3815 0.3816 -3.4 6.9 0.7
H -1.3880 -0.5469 -0.5114 2.0 -1.9 -8.8
O 1.2027 -2.0266 -3.2425 -3.2 -0.5 -2.8
H 1.4870 -2.5996 -2.5956 0.9 -2.4 2.3
H 1.7047 -1.2856 -3.1877 2.6 3.3 0.2
```
Positions in Å, forces in eV/Å.

Calculated values
E_HOMO (Ha): -0.3846
LUMO level (eV): -0.32
Gap between HOMO and LUMO (eV): 10.15
Multiplicity: 1
Energy (eV): -43674.934